Below is C44H46FGaN2O3PSb2 as an isolated structure, with properties calculated with wB97M-V/def2-TZVPD.

Results
largest force on an atom: 0.0210 hartree/bohr
total charge: +1
frontier orbital gap: 6.30 eV
HOMO: -9.442 eV

Structure (XYZ):
```
100
Properties=species:S:1:pos:R:3:lowdin_charge:R:1
Ga -0.74 -1.17 0.23 0.6352
C -3.89 2.07 1.04 -0.2391
Sb -2.90 0.77 -0.34 1.3630
C -3.04 1.72 -2.26 -0.2550
C -4.73 -0.56 -0.99 -0.1976
C -5.55 -1.18 0.06 -0.2738
C -6.27 -0.34 0.94 -0.0707
C -6.97 -0.84 2.00 -0.0791
C -6.99 -2.22 2.22 -0.0700
C -6.36 -3.06 1.33 -0.0528
C -5.66 -2.58 0.21 -0.2824
C -5.12 -3.55 -0.78 -0.3300
Sb -2.96 -3.90 -0.50 1.3413
C -3.18 -4.62 1.51 -0.3099
C -2.96 -5.86 -1.39 -0.3310
H -4.57 2.73 0.50 0.0282
H -3.12 2.64 1.55 -0.0084
H -4.45 1.47 1.76 0.0027
H -3.87 2.43 -2.28 0.0221
H -3.21 0.94 -3.01 0.0172
H -2.10 2.22 -2.48 -0.0160
H -4.29 -1.21 -1.73 0.0388
H -5.15 0.35 -1.42 0.0559
H -6.26 0.72 0.75 0.0979
H -7.51 -0.18 2.67 0.1062
H -7.54 -2.63 3.05 0.1076
H -6.43 -4.14 1.46 0.1150
H -5.20 -3.21 -1.81 0.0543
H -5.58 -4.53 -0.68 0.0615
H -3.89 -5.44 1.52 0.0104
H -3.52 -3.82 2.17 0.0037
H -2.20 -4.97 1.84 0.0021
H -3.80 -6.43 -0.99 0.0035
H -2.03 -6.36 -1.14 0.0029
H -3.05 -5.78 -2.47 -0.0028
C 6.01 -4.44 -1.29 -0.0166
C 5.83 -3.90 0.13 -0.2956
C 7.04 -3.14 0.65 -0.1295
C 7.29 -1.90 -0.19 -0.1230
C 6.03 -1.08 -0.32 -0.1203
C 6.09 0.26 -0.65 0.0669
C 4.93 1.01 -0.76 -0.2472
F 5.04 2.30 -1.11 0.0800
C 3.69 0.48 -0.53 0.0792
C 3.59 -0.88 -0.19 -0.0278
C 2.28 -1.47 0.05 -0.2347
O 1.24 -0.73 -0.02 -0.1065
C 2.26 -2.85 0.33 -0.0203
C 3.45 -3.55 0.37 0.0523
N 4.64 -3.01 0.18 0.0310
C 4.76 -1.66 -0.11 -0.0598
C 1.02 -3.66 0.52 -0.5730
O 1.11 -4.86 0.74 0.0749
O -0.10 -3.02 0.41 -0.2178
H 6.91 -5.06 -1.34 0.0955
H 6.10 -3.63 -2.01 0.0876
H 5.16 -5.06 -1.57 0.0890
H 5.62 -4.73 0.80 0.1497
H 7.91 -3.80 0.64 0.1271
H 6.86 -2.85 1.69 0.1312
H 7.64 -2.18 -1.19 0.1240
H 8.07 -1.29 0.25 0.1264
H 7.05 0.73 -0.81 0.1405
H 2.80 1.08 -0.59 0.1139
H 3.40 -4.61 0.57 0.1567
N -0.99 1.26 0.16 -0.5144
P -0.26 2.68 0.05 0.8227
C 1.14 2.68 1.19 -0.3055
C 2.07 3.72 1.16 -0.0708
C 3.14 3.72 2.04 -0.0642
C 3.30 2.68 2.94 -0.0676
C 2.37 1.64 2.98 -0.0639
C 1.30 1.64 2.11 -0.0889
C 0.38 3.07 -1.59 -0.2992
C 0.68 2.00 -2.44 -0.0962
C 1.24 2.24 -3.69 -0.0625
C 1.50 3.54 -4.09 -0.0635
C 1.20 4.61 -3.26 -0.0601
C 0.64 4.37 -2.01 -0.0874
C -1.25 4.11 0.55 -0.3130
C -2.12 4.73 -0.34 -0.0991
C -3.01 5.70 0.11 -0.0645
C -3.02 6.06 1.45 -0.0618
C -2.13 5.46 2.34 -0.0611
C -1.26 4.49 1.90 -0.0787
H 1.95 4.54 0.46 0.1070
H 3.86 4.53 2.01 0.1110
H 4.14 2.68 3.62 0.1089
H 2.49 0.84 3.70 0.1100
H 0.57 0.84 2.13 0.0805
H 0.47 0.99 -2.11 0.0905
H 1.47 1.41 -4.35 0.1104
H 1.94 3.73 -5.07 0.1107
H 1.39 5.62 -3.58 0.1116
H 0.40 5.21 -1.37 0.1064
H -2.10 4.47 -1.39 0.1021
H -3.68 6.18 -0.59 0.1114
H -3.72 6.80 1.81 0.1112
H -2.12 5.76 3.38 0.1123
H -0.57 4.02 2.59 0.1113
```

***

Below is C44H46N4O6S2SiZr as an isolated structure, with properties calculated with wB97M-V/def2-TZVPD.

Results
largest force on an atom: 0.0359 hartree/bohr
total charge: -2
frontier orbital gap: 5.84 eV
HOMO: -1.651 eV

Structure (XYZ):
```
104
Properties=species:S:1:pos:R:3:lowdin_charge:R:1
Zr -0.40 -0.50 1.12 1.7282
C -2.67 -0.15 3.93 -0.0879
O -1.67 -0.94 3.32 -0.1983
C -0.76 -1.57 4.17 -0.2197
C -0.75 -1.43 5.54 -0.0415
C 0.21 -2.10 6.30 -0.1272
C 1.13 -2.92 5.67 -0.1241
C 1.11 -3.07 4.29 -0.0268
C 0.17 -2.39 3.50 -0.2316
N 0.10 -2.42 2.13 -0.1162
N 0.99 -3.28 1.56 0.0936
C 1.21 -3.22 0.29 -0.1752
C 0.62 -2.13 -0.61 -0.4955
O -0.71 -1.85 -0.24 -0.3721
C 0.60 -2.56 -2.04 0.0012
C 1.34 -3.56 -2.53 -0.0439
C 2.25 -4.32 -1.68 -0.1688
C 3.13 -5.26 -2.21 -0.0614
C 3.99 -5.98 -1.40 -0.1203
C 3.96 -5.77 -0.02 -0.1110
C 3.05 -4.89 0.53 -0.0287
C 2.18 -4.15 -0.28 -0.0937
H -3.30 -0.77 4.58 0.1007
H -2.24 0.66 4.52 0.0880
H -3.26 0.28 3.13 0.0707
H -1.46 -0.78 6.04 0.0980
H 0.23 -1.97 7.37 0.0816
H 1.88 -3.44 6.25 0.0861
H 1.83 -3.70 3.79 0.0850
H -0.15 -2.06 -2.64 0.1171
H 1.28 -3.83 -3.57 0.1031
H 3.15 -5.41 -3.29 0.1013
H 4.68 -6.70 -1.83 0.0848
H 4.65 -6.32 0.62 0.0871
H 3.01 -4.74 1.60 0.0990
C -5.97 1.58 -3.32 -0.2088
Si -4.16 1.60 -2.67 0.5182
C -3.14 1.17 -4.22 -0.1948
C -3.83 3.38 -2.18 -0.1820
C -4.08 0.39 -1.25 -0.2570
C -5.19 -0.27 -0.74 -0.0971
C -5.07 -1.09 0.38 -0.0820
C -3.83 -1.17 0.99 -0.1423
N -2.75 -0.53 0.56 -0.0601
C -2.85 0.23 -0.55 -0.7476
S -1.43 0.98 -1.11 0.7139
H -6.06 2.27 -4.16 0.0137
H -6.68 1.90 -2.56 0.0189
H -6.27 0.59 -3.67 0.0185
H -3.45 1.80 -5.06 0.0171
H -3.26 0.13 -4.51 0.0245
H -2.08 1.35 -4.02 -0.0015
H -4.24 4.10 -2.90 0.0207
H -2.76 3.54 -2.10 0.0057
H -4.26 3.60 -1.20 0.0308
H -6.15 -0.16 -1.23 0.0871
H -5.92 -1.62 0.79 0.0858
H -3.69 -1.80 1.86 0.1131
C 0.19 6.81 -1.88 -0.0649
C -0.25 5.86 -0.79 -0.2895
C -1.33 6.17 0.03 -0.0564
C -1.80 5.24 0.95 -0.0602
C -1.18 4.01 1.07 -0.2580
C -0.05 3.73 0.32 -0.0884
C 0.41 4.65 -0.61 -0.0347
S -1.97 2.69 2.04 0.5385
O -2.26 3.32 3.32 -0.3406
O -3.17 2.31 1.31 -0.3235
N -0.92 1.52 2.16 -0.3228
C 0.08 1.97 3.14 -0.2098
C 1.25 1.01 3.24 -0.6380
O 2.13 1.25 4.06 0.0180
O 1.21 0.02 2.43 -0.1817
H -0.60 7.53 -2.10 0.0659
H 0.41 6.25 -2.79 0.0738
H 1.09 7.36 -1.59 0.0734
H -1.84 7.12 -0.08 0.1009
H -2.67 5.44 1.56 0.1130
H 0.45 2.78 0.45 0.0708
H 1.26 4.40 -1.24 0.1128
H -0.36 2.10 4.13 0.1088
H 0.50 2.95 2.87 0.1154
C 3.00 1.08 -0.46 -0.0416
C 2.38 -0.09 -1.24 -0.4857
C 1.61 0.51 -2.42 -0.0841
C 1.47 -0.84 -0.22 -0.1622
C 3.54 -0.97 -1.72 -0.1584
C 4.45 -1.50 -0.81 -0.0303
C 5.53 -2.27 -1.22 -0.0926
C 5.73 -2.55 -2.56 -0.1235
C 4.82 -2.05 -3.48 -0.1060
C 3.75 -1.28 -3.07 -0.0477
H 2.20 1.77 -0.15 0.0628
H 3.72 1.63 -1.08 0.0859
H 3.50 0.75 0.45 0.0815
H 0.82 1.15 -2.04 -0.0027
H 1.14 -0.25 -3.03 0.0646
H 2.29 1.10 -3.05 0.0827
H 2.14 -1.14 0.59 0.0711
H 4.32 -1.31 0.25 0.1165
H 6.22 -2.66 -0.48 0.0958
H 6.56 -3.15 -2.88 0.0874
H 4.94 -2.28 -4.54 0.0900
H 3.07 -0.89 -3.82 0.0971
```

***

Below is a 2-piece molecular cluster, C44H47N2O2 overall, with properties calculated with wB97M-V/def2-TZVPD.

Results
largest force on an atom: 0.0361 hartree/bohr
total charge: +1
frontier orbital gap: 4.77 eV
HOMO: -9.600 eV

Structure (XYZ):
```
95
Properties=species:S:1:pos:R:3:lowdin_charge:R:1
C -6.04 0.83 -1.85 -0.0584
C -4.62 1.07 -2.30 -0.2682
C -4.06 2.35 -2.21 -0.0121
C -2.74 2.60 -2.60 -0.1958
C -2.22 3.99 -2.45 -0.0435
C -1.95 1.53 -3.06 -0.1454
N -0.60 1.74 -3.44 -0.0700
C 0.48 1.07 -2.95 -0.0051
N 1.60 1.60 -3.50 -0.0454
C 2.92 1.34 -3.03 -0.1362
C 3.34 0.02 -2.81 -0.1983
C 2.41 -1.12 -3.07 -0.0668
C 4.65 -0.23 -2.40 -0.0097
C 5.56 0.82 -2.19 -0.2812
C 6.96 0.51 -1.76 -0.0562
C 5.11 2.14 -2.37 -0.0150
C 3.80 2.41 -2.79 -0.1939
C 3.38 3.83 -2.91 -0.0514
C 1.26 2.48 -4.65 -0.0993
C -0.24 2.48 -4.68 -0.0979
C -2.52 0.25 -3.21 -0.1997
C -1.72 -0.86 -3.80 -0.0468
C -3.84 0.03 -2.82 -0.0065
H -6.31 -0.22 -2.01 0.0730
H -6.16 1.05 -0.78 0.0770
H -6.75 1.46 -2.39 0.0841
H -4.67 3.18 -1.82 0.1263
H -1.19 4.10 -2.79 0.0577
H -2.84 4.70 -3.01 0.0918
H -2.26 4.31 -1.40 0.0885
H 2.92 -2.07 -2.87 0.0746
H 1.51 -1.04 -2.45 0.0465
H 2.09 -1.15 -4.12 0.0935
H 4.98 -1.26 -2.26 0.1229
H 7.55 1.42 -1.62 0.0793
H 6.98 -0.06 -0.82 0.0574
H 7.47 -0.11 -2.51 0.0879
H 5.79 2.97 -2.18 0.1175
H 4.20 4.49 -2.60 0.0792
H 3.17 4.12 -3.94 0.0701
H 2.51 4.08 -2.28 0.0955
H 1.63 3.48 -4.47 0.0793
H 1.70 2.09 -5.58 0.1331
H -0.60 1.94 -5.56 0.1237
H -0.68 3.47 -4.66 0.1072
H -2.33 -1.76 -3.88 0.0777
H -1.38 -0.62 -4.82 0.0899
H -0.84 -1.10 -3.20 0.0590
H -4.28 -0.96 -2.92 0.1158
C -6.74 1.02 4.52 -0.0413
O -5.45 1.40 5.04 -0.0647
C -4.34 0.71 4.65 -0.2353
C -3.08 1.22 5.06 0.0234
C -1.91 0.65 4.61 -0.0032
C -1.92 -0.56 3.88 -0.1781
C -0.70 -1.19 3.36 -0.0480
C 0.39 -0.37 2.96 0.0046
C 1.60 -0.80 2.43 0.0388
C 2.73 0.00 2.07 -0.2006
C 3.94 -0.66 1.74 -0.0071
C 5.08 0.04 1.37 -0.0637
C 5.04 1.44 1.30 -0.0416
C 3.87 2.12 1.65 -0.0493
C 2.72 1.42 2.03 0.0030
C -0.65 -2.65 3.31 -0.1766
C -1.23 -3.39 4.38 -0.0130
C -1.14 -4.76 4.46 0.0255
C -0.56 -5.50 3.39 -0.2388
O -0.55 -6.85 3.52 -0.0680
C -0.06 -7.65 2.42 -0.0473
C -0.01 -4.79 2.30 0.0127
C -0.03 -3.39 2.28 -0.0176
C -3.19 -1.15 3.62 -0.0009
C -4.37 -0.49 3.89 0.0124
H -7.44 1.70 5.01 0.0985
H -6.79 1.17 3.43 0.1028
H -6.98 -0.02 4.77 0.0967
H -3.08 2.10 5.69 0.1283
H -0.95 1.11 4.85 0.1229
H 0.27 0.70 3.10 0.1061
H 1.78 -1.87 2.38 0.1051
H 3.95 -1.76 1.78 0.1207
H 5.99 -0.50 1.13 0.1052
H 5.92 1.99 0.95 0.1188
H 3.86 3.21 1.62 0.1140
H 1.80 1.96 2.28 0.1140
H -1.77 -2.86 5.16 0.1285
H -1.55 -5.31 5.31 0.1304
H -0.15 -8.67 2.78 0.0991
H -0.67 -7.50 1.52 0.1033
H 1.00 -7.41 2.21 0.0977
H 0.43 -5.34 1.46 0.1130
H 0.37 -2.87 1.41 0.1210
H -3.24 -2.13 3.15 0.1295
H -5.32 -0.90 3.54 0.1133
```

***

Below is C44H47O3P2PtSe2Si as an isolated structure, with properties calculated with wB97M-V/def2-TZVPD.

Results
largest force on an atom: 0.0179 hartree/bohr
total charge: -1
frontier orbital gap: 5.12 eV
HOMO: -2.753 eV

Structure (XYZ):
```
100
Properties=species:S:1:pos:R:3:lowdin_charge:R:1
Pt 0.04 -0.75 -0.22 0.2444
O 2.41 -0.88 1.93 -0.0415
C 3.52 -0.23 1.47 -0.2418
C 4.52 0.30 2.29 -0.0169
C 5.65 0.87 1.73 -0.0903
C 5.80 0.93 0.35 -0.0925
C 4.77 0.46 -0.45 -0.0965
C 3.60 -0.09 0.08 -0.2566
P 2.12 -0.31 -1.03 0.8273
C 2.32 1.34 -1.86 -0.4027
C 2.73 1.56 -3.17 -0.0911
C 2.79 2.85 -3.69 -0.0899
C 2.46 3.94 -2.90 -0.1037
C 2.06 3.73 -1.58 -0.0940
C 1.98 2.44 -1.08 -0.1477
C 2.83 -1.44 -2.28 -0.3486
C 2.13 -1.58 -3.49 -0.1363
C 2.58 -2.44 -4.48 -0.0930
C 3.71 -3.22 -4.26 -0.1019
C 4.39 -3.12 -3.06 -0.0931
C 3.95 -2.24 -2.08 -0.0833
C 1.92 -0.76 3.20 -0.2529
C 2.70 -1.10 4.32 -0.0305
C 2.18 -0.96 5.59 -0.0844
C 0.88 -0.50 5.76 -0.0864
C 0.09 -0.27 4.64 -0.0838
C 0.58 -0.41 3.34 -0.2375
P -0.61 -0.42 1.90 0.8172
C -1.67 -1.70 2.70 -0.3489
C -2.83 -1.48 3.44 -0.1015
C -3.49 -2.54 4.05 -0.0933
C -2.98 -3.83 3.96 -0.1003
C -1.81 -4.05 3.24 -0.0779
C -1.17 -3.00 2.62 -0.1157
C -1.52 1.13 2.20 -0.3605
C -2.85 1.24 1.79 -0.1288
C -3.53 2.44 1.88 -0.1174
C -2.89 3.58 2.36 -0.1060
C -1.56 3.49 2.75 -0.0907
C -0.88 2.28 2.67 -0.0903
H 4.41 0.28 3.36 0.0920
H 6.42 1.27 2.38 0.0983
H 6.69 1.36 -0.09 0.0960
H 4.85 0.58 -1.52 0.1092
H 3.01 0.72 -3.80 0.0935
H 3.10 2.99 -4.71 0.0967
H 2.50 4.94 -3.31 0.0931
H 1.79 4.57 -0.96 0.0993
H 1.63 2.28 -0.06 0.0945
H 1.21 -1.02 -3.63 0.1043
H 2.02 -2.53 -5.40 0.1030
H 4.05 -3.90 -5.03 0.0932
H 5.26 -3.74 -2.87 0.0956
H 4.49 -2.17 -1.14 0.0990
H 3.69 -1.49 4.17 0.1149
H 2.79 -1.22 6.45 0.0992
H 0.46 -0.37 6.75 0.0974
H -0.94 0.02 4.78 0.1065
H -3.23 -0.48 3.55 0.0899
H -4.40 -2.36 4.61 0.0950
H -3.50 -4.65 4.43 0.0930
H -1.41 -5.05 3.15 0.1019
H -0.27 -3.18 2.04 0.0760
H -3.35 0.37 1.37 0.1124
H -4.57 2.50 1.56 0.1037
H -3.42 4.52 2.43 0.0971
H -1.04 4.37 3.11 0.0975
H 0.16 2.23 2.97 0.1050
O -5.44 4.12 -2.15 -0.0557
C -4.16 4.00 -1.55 -0.2112
C -3.36 2.82 -2.09 -0.6023
C -3.08 3.04 -3.59 -0.2382
O -4.24 2.86 -4.40 -0.0800
C -4.10 1.52 -1.84 -0.4846
Se -3.04 0.05 -2.56 0.6728
C -2.03 2.73 -1.35 -0.4221
Se -0.98 1.12 -1.84 0.6005
H -5.35 3.85 -3.07 0.0646
H -4.31 3.88 -0.47 0.1113
H -3.57 4.92 -1.70 0.1268
H -2.27 2.39 -3.94 0.0727
H -2.76 4.08 -3.74 0.1343
H -4.36 1.90 -4.48 0.0714
H -5.09 1.51 -2.30 0.0758
H -4.22 1.37 -0.77 0.0573
H -2.18 2.71 -0.28 0.0445
H -1.40 3.60 -1.60 0.0811
C -0.79 -3.33 -2.80 -0.2694
Si -0.75 -2.90 -0.92 0.2775
C 0.33 -4.35 -0.23 -0.2634
C -2.57 -3.36 -0.47 -0.2640
H -1.41 -4.21 -2.97 0.0133
H 0.21 -3.54 -3.18 -0.0096
H -1.21 -2.51 -3.39 -0.0116
H -0.26 -5.07 0.35 0.0003
H 1.15 -3.99 0.40 -0.0071
H 0.78 -4.91 -1.06 0.0045
H -2.68 -4.43 -0.25 0.0099
H -3.20 -3.14 -1.34 -0.0095
H -2.97 -2.80 0.37 -0.0081
```